# C42H98N14O14

A cluster of 14 separate species, C42H98N14O14 in total in a non-equilibrium geometry (the ωB97M-V functional and the def2-TZVPD basis, the OMol25 dataset).

Values from the calculation:
HOMO level = -8.5 eV
Lowest unoccupied orbital energy = -0.061 eV
Relative energy (zero: lowest compared OMol25 entry of this formula, charge and spin) = 39.1 kJ/mol
Gap between HOMO and LUMO = 8.5 eV

Geometry as ORCA input:
```
! wB97M-V def2-TZVPD RIJCOSX def2/J DEFGRID3
* xyz 0 1
C 7.98663 -2.40525 0.86333
C 6.66797 -1.87738 1.37774
O 6.10616 -2.47850 2.30604
N 6.09508 -0.89271 0.68698
C 4.73238 -0.45707 0.79796
H 8.58800 -2.68887 1.72577
H 8.53569 -1.69688 0.24743
H 7.75530 -3.33120 0.33764
H 6.56205 -0.59131 -0.16137
H 4.18270 -1.12128 1.46685
H 4.17839 -0.48849 -0.14205
H 4.55505 0.55576 1.16773
C -4.91706 1.56447 -2.37129
C -4.06127 2.10867 -1.25556
O -3.09187 1.47956 -0.81678
N -4.33845 3.34229 -0.80584
C -5.41196 4.25094 -1.19277
H -5.03978 0.49433 -2.21983
H -4.48300 1.75070 -3.35401
H -5.89504 2.04410 -2.36284
H -3.63626 3.68329 -0.16720
H -5.34488 5.12846 -0.55483
H -6.38256 3.79920 -1.00057
H -5.27818 4.54904 -2.23193
C 4.02446 3.55007 -3.47752
C 3.87167 3.18783 -2.00783
O 4.80539 2.71593 -1.36448
N 2.70125 3.52623 -1.43877
C 2.39384 3.27287 -0.04134
H 5.04122 3.91734 -3.60613
H 3.32049 4.31283 -3.80900
H 3.93047 2.65647 -4.09663
H 2.02287 4.03744 -1.97877
H 2.87129 4.04649 0.56733
H 2.84852 2.32426 0.24160
H 1.32239 3.27374 0.13273
C 5.74166 -2.20554 -3.23323
C 5.83838 -0.79668 -2.68515
O 6.86343 -0.40426 -2.09942
N 4.75662 0.00397 -2.73816
C 3.50511 -0.27878 -3.41395
H 5.44190 -2.27823 -4.27904
H 5.02590 -2.76044 -2.62580
H 6.75068 -2.60651 -3.17683
H 4.84029 0.83788 -2.16358
H 2.91362 0.61872 -3.57736
H 2.92261 -0.92018 -2.73334
H 3.59129 -0.75998 -4.38519
C -1.07690 3.04212 2.47137
C -2.33768 2.37817 2.98051
O -2.57544 2.28961 4.17507
N -3.28642 2.10192 2.05335
C -4.48632 1.33630 2.34758
H -0.20471 2.50497 2.83530
H -1.05522 4.09931 2.71574
H -1.03973 2.95371 1.37751
H -3.16138 2.26115 1.06632
H -4.57797 1.12059 3.40928
H -4.40560 0.37034 1.84790
H -5.39542 1.86164 2.05892
C 0.75516 0.53212 5.12014
C 1.14496 0.77057 6.55073
O 1.46059 1.90031 6.91684
N 1.12371 -0.26089 7.42075
C 0.63220 -1.60275 7.16952
H -0.32636 0.54943 4.95225
H 1.13255 -0.40207 4.69485
H 1.13687 1.34266 4.50168
H 1.33313 0.00005 8.37006
H 1.19809 -2.39609 7.65553
H 0.60244 -1.78259 6.09743
H -0.39645 -1.68200 7.52917
C 0.87627 2.50852 -5.05393
C 1.88656 2.37034 -6.16323
O 2.87326 1.65975 -6.00397
N 1.69342 3.13872 -7.25551
C 2.51378 3.09957 -8.44924
H -0.04624 3.05701 -5.27084
H 1.29628 3.05833 -4.20768
H 0.58074 1.52032 -4.71072
H 0.81900 3.62058 -7.35554
H 2.37709 4.02954 -8.99994
H 2.17798 2.30747 -9.12650
H 3.56393 2.94103 -8.22779
C 2.67627 -3.80810 1.72136
C 2.62371 -3.38717 3.17672
O 1.54867 -3.32378 3.78194
N 3.79340 -3.11370 3.76863
C 3.93580 -2.58669 5.10403
H 1.90100 -4.55188 1.54541
H 3.63509 -4.26608 1.48333
H 2.43139 -2.93889 1.10813
H 4.59758 -3.06443 3.13962
H 4.42941 -3.29855 5.76995
H 3.01577 -2.24675 5.56594
H 4.61514 -1.73407 4.99043
C -1.83793 4.24288 -2.55788
C -0.62730 4.94635 -3.13741
O 0.39203 5.05925 -2.45247
N -0.69950 5.33535 -4.43269
C 0.40122 6.01587 -5.11114
H -2.37887 4.95810 -1.93606
H -1.53790 3.41215 -1.92192
H -2.46504 3.80602 -3.33873
H -1.64074 5.39507 -4.78123
H 0.93953 6.66710 -4.42969
H -0.11213 6.63751 -5.84823
H 1.06260 5.31939 -5.62123
C -3.42050 -0.83530 5.20266
C -2.95371 -1.64406 6.40766
O -2.66297 -1.04030 7.43612
N -2.77211 -2.98551 6.33663
C -3.37493 -3.85590 5.33522
H -3.01679 -1.25159 4.27747
H -3.09045 0.19371 5.32014
H -4.51080 -0.79469 5.16963
H -2.42912 -3.37289 7.20064
H -4.19337 -4.43635 5.77248
H -2.63499 -4.57102 4.97847
H -3.80149 -3.25054 4.54323
C -1.21553 -3.94668 2.03509
C -2.34378 -4.87931 1.64842
O -3.49760 -4.52562 1.88858
N -2.04894 -6.05173 1.05350
C -3.06991 -7.01696 0.72281
H -1.00075 -3.32469 1.16234
H -0.33475 -4.54537 2.26660
H -1.52184 -3.30810 2.85254
H -1.08829 -6.22305 0.82168
H -2.68356 -8.02802 0.81418
H -3.53517 -6.83631 -0.24818
H -3.88938 -6.91731 1.43636
C 0.27254 0.63298 -1.85399
C 0.52999 0.04235 -0.47333
O 1.61915 -0.47835 -0.21971
N -0.46872 0.11033 0.42271
C -0.35783 -0.43700 1.76296
H -0.76293 0.57804 -2.18811
H 0.89262 0.01774 -2.50749
H 0.65638 1.65175 -1.91624
H -1.32398 0.55576 0.12777
H 0.42817 -1.17561 1.87997
H -1.36525 -0.72614 2.06212
H -0.05167 0.36955 2.44160
C -3.46892 -0.45613 -3.77066
C -2.05527 -0.48108 -4.31997
O -1.59537 0.51316 -4.84706
N -1.35962 -1.62548 -4.18064
C -0.02317 -1.78147 -4.71591
H -3.80615 -1.46097 -3.51393
H -4.06446 -0.09291 -4.60704
H -3.57412 0.17611 -2.89616
H -1.80866 -2.42461 -3.77577
H 0.71199 -1.76391 -3.90892
H 0.23108 -0.99310 -5.42014
H 0.05614 -2.70249 -5.29614
C -3.24102 -1.80014 -0.16632
C -4.57988 -1.36621 0.37771
O -5.28367 -0.55066 -0.21917
N -4.99636 -1.99517 1.49699
C -6.20992 -1.65082 2.21370
H -2.64865 -0.93488 -0.45445
H -3.38763 -2.43304 -1.04048
H -2.72892 -2.38752 0.59720
H -4.44221 -2.74667 1.88833
H -6.67362 -2.60974 2.45616
H -6.92248 -1.12502 1.58524
H -6.02275 -1.06897 3.11437
*
```

***

# C3H9N2O

A cluster of 2 separate species, C3H9N2O in total (the ωB97M-V functional and the def2-TZVPD basis, the OMol25 dataset).

Values from the calculation:
HOMO level = -14.9 eV
Lowest unoccupied orbital energy = -3.361 eV
Relative energy (zero: lowest compared OMol25 entry of this formula, charge and spin) = 167.3 kJ/mol
Gap between HOMO and LUMO = 11.5 eV

Geometry as ORCA input:
```
! wB97M-V def2-TZVPD RIJCOSX def2/J DEFGRID3
* xyz 1 1
O 1.70436 -0.88025 0.48888
C 0.73387 -1.24583 1.08491
C -0.56639 -1.49689 0.35745
N -0.51021 -0.82812 -0.96390
H 0.68729 -1.46301 2.15927
H -0.68387 -2.57801 0.26873
H -1.37769 -1.07738 0.95324
H -1.24594 -1.20777 -1.56330
H -0.63485 0.23241 -0.83423
H 0.40395 -0.98566 -1.40091
C 0.69413 2.30059 -0.13150
N -0.45039 1.81874 -0.36931
H 1.59078 1.71325 -0.31375
H 0.86142 3.25963 0.35517
H -1.20646 2.43832 -0.09075
*
```

***

# C47H61ClFNO7P3

A cluster of 7 separate species, C47H61ClFNO7P3 in total (the ωB97M-V functional and the def2-TZVPD basis, the OMol25 dataset).

Values from the calculation:
HOMO level = -3.9 eV
Lowest unoccupied orbital energy = 1.923 eV
Gap between HOMO and LUMO = 5.9 eV

Geometry as ORCA input:
```
! wB97M-V def2-TZVPD RIJCOSX def2/J DEFGRID3
* xyz -1 1
C -6.59382 -3.82135 5.61053
C -6.07421 -4.41210 4.29923
C -4.95466 -3.60814 3.62338
C -3.80059 -3.17136 4.53113
C -2.98340 -4.42987 4.87601
P -2.80725 -1.75162 3.70458
C -2.44016 -0.82423 5.37242
F -3.70250 -0.41175 5.88279
C -1.74467 -1.52181 6.53541
C -0.21835 -1.57489 6.45902
P -4.71856 -0.44832 3.38833
O -4.85719 -0.68434 1.72530
O -4.09452 1.07626 3.30571
O -1.85577 -0.47534 2.81760
C -0.50547 -0.71724 2.83124
C 0.30349 0.01133 1.77416
O 0.64010 1.38347 2.08635
N -0.26811 2.00642 2.94057
O 0.11061 3.08188 3.20633
C -0.37284 -2.25196 2.83577
P -0.70254 -3.33190 1.31377
O 0.82691 -3.40244 0.69094
Cl -1.61892 -2.10555 -0.12333
O -1.27584 -2.65290 3.81057
H -5.89357 -3.99738 6.43053
H -7.53142 -4.30840 5.89845
H -6.77606 -2.74811 5.52227
H -5.72820 -5.43529 4.49312
H -6.90814 -4.51400 3.59526
H -5.41446 -2.75964 3.11330
H -4.52505 -4.22900 2.82645
H -4.18902 -2.77986 5.47777
H -2.54069 -4.86248 3.97519
H -2.19190 -4.24343 5.59806
H -3.64346 -5.19462 5.31160
H -3.04672 -2.34938 2.39907
H -1.89723 0.09900 5.14548
H -2.00717 -0.93205 7.42434
H -2.15522 -2.51735 6.70600
H 0.19202 -1.81652 7.44447
H 0.12143 -2.34823 5.77012
H 0.18917 -0.60779 6.15199
H -5.69035 -1.12387 1.54396
H -3.78264 1.23926 2.40946
H -0.04691 -0.42814 3.80139
H -0.17288 -0.01129 0.79739
H 1.28730 -0.46852 1.69920
H 0.65891 -2.54622 3.09324
H 1.32204 -2.58432 0.80243
C 3.96728 1.63440 -2.36089
C 2.79069 2.12835 -1.81487
C 2.53283 1.97123 -0.45975
C 3.45218 1.31613 0.34949
C 4.62277 0.81106 -0.20176
C 4.88379 0.97317 -1.55539
H 4.17706 1.77220 -3.41419
H 2.07847 2.65124 -2.44160
H 1.62330 2.36501 -0.02639
H 3.25112 1.20607 1.40754
H 5.34058 0.30154 0.42897
H 5.80249 0.59026 -1.98135
C 4.59764 3.49532 -5.82899
C 5.30999 4.04374 -6.88468
C 4.76178 4.06960 -8.15928
C 3.49088 3.55201 -8.37373
C 2.77364 3.00656 -7.31686
C 3.33111 2.97168 -6.04600
H 5.03519 3.47584 -4.83813
H 6.29815 4.44787 -6.70352
H 5.31975 4.49741 -8.98246
H 3.05748 3.57513 -9.36555
H 1.78309 2.60391 -7.48438
H 2.77366 2.54389 -5.22190
C 4.54368 5.96730 -0.97966
C 4.92943 7.28557 -0.77623
C 5.06793 7.77540 0.51565
C 4.82131 6.94632 1.60151
C 4.43690 5.62784 1.39688
C 4.29748 5.13754 0.10612
H 4.43175 5.58206 -1.98627
H 5.11984 7.93290 -1.62381
H 5.36378 8.80455 0.67593
H 4.92645 7.32896 2.60882
H 4.24169 4.98123 2.24283
H 3.99463 4.11228 -0.05848
C 8.80292 5.21009 -5.08017
C 7.77952 5.73866 -4.30513
C 7.78131 5.55331 -2.92887
C 8.81073 4.84237 -2.32788
C 9.83633 4.31710 -3.10202
C 9.83234 4.49959 -4.47813
H 8.79860 5.35042 -6.15411
H 6.97354 6.29088 -4.77305
H 6.97975 5.95600 -2.32314
H 8.80982 4.69607 -1.25538
H 10.63860 3.76224 -2.63246
H 10.62968 4.08518 -5.08190
C -6.37367 -6.30103 1.10107
C -5.49892 -5.59686 0.28392
C -5.85859 -5.30661 -1.02506
C -7.09027 -5.71685 -1.51669
C -7.96456 -6.41934 -0.69892
C -7.60560 -6.71119 0.61010
H -6.09610 -6.51937 2.12425
H -4.54285 -5.26621 0.66940
H -5.17907 -4.75368 -1.66077
H -7.37095 -5.48395 -2.53641
H -8.92772 -6.73517 -1.08019
H -8.28824 -7.25603 1.25024
C -3.36381 -1.98622 -3.20686
C -3.93481 -3.24023 -3.04563
C -4.74055 -3.77159 -4.04303
C -4.97360 -3.04896 -5.20571
C -4.40155 -1.79429 -5.36802
C -3.59807 -1.26290 -4.36773
H -2.74062 -1.59177 -2.41633
H -3.74487 -3.79476 -2.13533
H -5.18932 -4.74941 -3.91548
H -5.60169 -3.46317 -5.98464
H -4.58349 -1.23001 -6.27430
H -3.15556 -0.28247 -4.49161
*
```

***

# C20H15N4STc

A structure of composition C20H15N4STc (the ωB97M-V functional and the def2-TZVPD basis, the OMol25 dataset).

Values from the calculation:
HOMO level (alpha / beta) = -17.9 / -17.9 eV
Lowest unoccupied orbital energy (alpha / beta) = -11.347 / -13.093 eV
Relative energy (zero: lowest compared OMol25 entry of this formula, charge and spin) = 14.8 kJ/mol
Gap between HOMO and LUMO (alpha / beta) = 6.6 / 4.8 eV

Geometry as ORCA input:
```
! wB97M-V def2-TZVPD RIJCOSX def2/J DEFGRID3
* xyz 3 4
Tc -0.65849 0.16516 -0.61482
C 4.72564 -0.80250 -0.68926
C 3.84384 0.27451 -0.64914
C 2.48892 0.03394 -0.60222
C 2.01741 -1.28318 -0.59980
C 2.90047 -2.36749 -0.64112
C 4.25520 -2.11452 -0.68292
N 0.62472 -1.45880 -0.58180
N 0.15390 -2.61885 -0.56691
C -1.23418 -2.64811 -0.60453
C -1.92691 -3.83289 -0.62771
C -3.31883 -3.78702 -0.68869
C -3.97373 -2.56200 -0.71948
C -3.22356 -1.40292 -0.68912
N -1.87896 -1.44615 -0.63328
H 5.79060 -0.61460 -0.72706
H 4.22560 1.28586 -0.65474
H 1.79760 0.87727 -0.56241
H 2.51595 -3.37793 -0.64723
H 4.95279 -2.93981 -0.71714
H -1.38100 -4.76702 -0.60924
H -3.88826 -4.70781 -0.71330
H -5.05179 -2.50046 -0.76891
H -3.68806 -0.42387 -0.71117
S -0.58768 2.01510 3.51689
C -0.69421 0.32456 3.70446
C -0.73325 -0.39654 2.49517
C -0.65227 0.43152 1.40125
C -0.58082 1.80890 1.81239
C -0.55545 2.81782 0.80005
C -0.52143 4.18858 1.00210
C -0.50100 5.03612 -0.10508
C -0.51749 4.49351 -1.37756
C -0.55373 3.10588 -1.52254
N -0.57581 2.28065 -0.47070
H -0.72344 -0.09145 4.70573
H -0.80543 -1.47499 2.46668
H -0.51480 4.59144 2.00718
H -0.47478 6.11003 0.03128
H -0.50737 5.12307 -2.25727
H -0.56996 2.65496 -2.50805
*
```

***

# C7H19NSi

An isolated molecule of C7H19NSi in a non-equilibrium geometry (the ωB97M-V functional and the def2-TZVPD basis, the OMol25 dataset).

Values from the calculation:
HOMO level = -8.8 eV
SMILES string = CC[Si@@H](NC)C(C)(C)C
Lowest unoccupied orbital energy = 0.837 eV
Relative energy (zero: lowest compared OMol25 entry of this formula, charge and spin) = 304.5 kJ/mol
Gap between HOMO and LUMO = 9.6 eV

Geometry as ORCA input:
```
! wB97M-V def2-TZVPD RIJCOSX def2/J DEFGRID3
* xyz 0 1
C -2.30282 -1.85283 -0.79675
C 2.49094 0.81340 -0.86810
C 1.77075 0.23558 1.38577
C 1.98062 -1.42595 -0.47107
C -2.21189 2.04601 0.37618
C -1.65924 -1.14029 0.38799
C 1.55100 -0.05523 -0.04745
N -0.84412 1.57365 0.47837
Si -0.36870 0.19624 -0.46600
H -2.90100 -1.16445 -1.20138
H -1.66283 -2.25165 -1.44176
H -2.94472 -2.80234 -0.41705
H 2.28901 1.87153 -0.55529
H 3.51597 0.74652 -0.64804
H 2.31570 0.57900 -1.89873
H 1.56068 1.21084 1.79686
H 2.74000 0.26335 1.86621
H 1.15552 -0.37518 2.08844
H 1.54470 -2.08539 0.33489
H 1.63247 -1.84465 -1.39290
H 3.08323 -1.43712 -0.51276
H -2.67370 2.41814 1.35640
H -2.38728 2.71661 -0.44238
H -2.91464 1.26907 0.28884
H -1.09333 -1.67353 1.15795
H -2.42661 -0.54982 1.00133
H -0.39092 2.45106 0.59685
H -0.84879 0.26746 -1.95640
*
```

***

# C2H7N3O

An isolated molecule of C2H7N3O in a non-equilibrium geometry (the ωB97M-V functional and the def2-TZVPD basis, the OMol25 dataset).

Values from the calculation:
HOMO level = -8.4 eV
SMILES string = CO/N=C/NN
Lowest unoccupied orbital energy = 0.802 eV
Relative energy (zero: lowest compared OMol25 entry of this formula, charge and spin) = 558.1 kJ/mol
Gap between HOMO and LUMO = 9.2 eV

Geometry as ORCA input:
```
! wB97M-V def2-TZVPD RIJCOSX def2/J DEFGRID3
* xyz 0 1
C -1.63008 1.29456 1.13375
C 0.00833 -0.10275 -0.41766
H -1.96242 1.81328 2.20757
H -2.28161 1.57681 0.25824
H -1.52439 0.18088 1.38938
H -1.03277 -0.17177 -0.72176
H 0.40625 -1.29814 -1.92149
H 2.20265 -2.42188 -0.98194
H 2.60863 -0.62784 -0.84496
N 0.59377 0.71855 0.34752
N 0.66841 -1.23604 -0.86484
N 2.10974 -1.48074 -0.43379
O -0.16653 1.75508 0.84998
*
```

***

# C2H4O2S

An isolated molecule of C2H4O2S (the ωB97M-V functional and the def2-TZVPD basis, the OMol25 dataset).

Values from the calculation:
HOMO level = -10.0 eV
SMILES string = O=C(O)CS
Lowest unoccupied orbital energy = 0.492 eV
Relative energy (zero: lowest compared OMol25 entry of this formula, charge and spin) = 0.0 kJ/mol
Gap between HOMO and LUMO = 10.5 eV

Geometry as ORCA input:
```
! wB97M-V def2-TZVPD RIJCOSX def2/J DEFGRID3
* xyz 0 1
C -0.17676 0.29671 -0.81987
C 0.75946 -0.75603 -0.19595
H -0.26119 2.02070 0.84289
H 0.41437 0.96360 -1.47358
H -0.88538 -0.24203 -1.50042
H -0.37881 -0.76109 1.29483
O 0.41414 -1.22252 1.01144
O 1.72228 -1.16262 -0.78753
S -1.21728 1.24099 0.32124
*
```

***

# CHF3NO2S

A cluster of 2 separate species, CHF3NO2S in total in a non-equilibrium geometry (the ωB97M-V functional and the def2-TZVPD basis, the OMol25 dataset).

Values from the calculation:
HOMO level = -4.5 eV
Lowest unoccupied orbital energy = 4.007 eV
Relative energy (zero: lowest compared OMol25 entry of this formula, charge and spin) = 183.9 kJ/mol
Gap between HOMO and LUMO = 8.5 eV

Geometry as ORCA input:
```
! wB97M-V def2-TZVPD RIJCOSX def2/J DEFGRID3
* xyz -1 1
C 1.48370 0.03969 0.03935
N -1.08630 -0.97618 0.69401
O -3.35779 -0.46927 -0.38046
O -1.62159 1.38066 -0.33700
F 2.59326 -0.75983 0.18505
F 1.58517 0.36618 -1.20833
F 1.66495 1.12791 0.72363
S -1.96603 -0.05597 -0.04918
H 0.70464 -0.65320 0.33294
*
```

***

Which formula does entry 5 have? C7H19NSi